Density functional theory data (ωB97M-V/def2-TZVPD) for an isolated molecule of CH2NP3 at a distorted geometry.

Cartesian coordinates (Å):
C: 0.466 -0.017 -1.898
N: 0.533 0.901 1.221
P: -0.656 -1.167 -1.894
P: -1.489 -1.627 0.296
P: -0.425 -0.223 1.320
H: 1.160 0.569 -2.493
H: -0.696 -0.617 2.715

Results
Orbital gap (spin up / spin down)   7.80 / 6.12 eV
ΔE to the lowest compared entry with this formula, charge and spin   34.4 kcal/mol
Molar mass   120.96 g mol⁻¹
2S+1   3
E_tot   -30418.9170 eV
⟨S²⟩   2.10

Atom charges from the natural (NBO) analysis, given in e for atoms 1 to 5: atom 1 (C): -0.54, atom 2 (N): -0.88, atom 3 (P): 0.38, atom 4 (P): 0.03, atom 5 (P): 0.86